Entry from the Open Molecules 2025 dataset: 8 unconnected molecules or ions with the total composition C30H50O24 (ωB97M-V with the def2-TZVPD basis set).

ORCA input file:
```
! RIJCOSX wB97M-V def2-TZVPD def2/J DEFGRID3
* xyz 0 1
C -7.3630 8.3295 23.9301
C -7.9699 9.7170 23.5819
O -8.7817 9.4471 22.4548
C -8.4150 8.3395 21.8876
O -8.8021 7.9250 20.8540
O -7.4321 7.7533 22.5701
H -7.9537 7.7154 24.6100
H -6.3506 8.4184 24.3243
H -7.1457 10.3384 23.2317
H -8.4708 10.0864 24.4767
C -5.9151 0.3316 12.4868
C -5.9468 -1.2462 12.5584
C -7.3497 -1.9339 12.3539
O -7.1505 -2.4604 11.0791
C -5.9218 -2.4172 10.6708
O -5.5963 -2.8289 9.5732
O -5.1965 -1.7747 11.4537
H -4.8978 0.6190 12.7522
H -6.6531 0.9004 13.0524
H -6.0233 0.6105 11.4387
H -5.5463 -1.6742 13.4773
H -8.2061 -1.2863 12.5413
H -7.5270 -2.6820 13.1266
C -5.7483 2.4404 19.5366
C -6.9231 1.5543 20.0640
C -8.2578 1.9651 19.5354
O -8.7983 0.7654 19.1008
C -7.8576 -0.1424 18.9868
O -8.0715 -1.2768 18.3759
O -6.6645 0.3159 19.4853
H -5.6335 2.3543 18.4561
H -4.7974 2.2459 20.0327
H -5.9538 3.4841 19.7744
H -6.9094 1.5812 21.1536
H -8.1959 2.7140 18.7459
H -8.9935 2.2109 20.3012
C -8.9177 1.4677 31.3480
C -8.2549 0.6020 30.2391
C -9.1000 -0.4590 29.5414
O -8.9210 -0.1664 28.1740
C -8.3096 0.9613 28.0739
O -8.2715 1.6036 27.0169
O -8.0123 1.4798 29.2154
H -8.2434 2.3063 31.5217
H -9.0458 0.8721 32.2519
H -9.9521 1.7672 31.1794
H -7.3054 0.2049 30.5980
H -10.1647 -0.3863 29.7637
H -8.6895 -1.4479 29.7455
C -2.8171 7.5640 15.6166
C -2.0019 8.1050 16.7704
C -2.6092 9.4386 17.2434
O -2.8648 9.2978 18.6656
C -2.4258 8.1114 19.0115
O -2.3284 7.7174 20.1644
O -2.1155 7.3290 17.8998
H -2.6088 8.1341 14.7112
H -3.8784 7.5572 15.8649
H -2.5332 6.5211 15.4760
H -0.9669 8.1096 16.4286
H -3.4706 9.6723 16.6178
H -1.8738 10.2338 17.1210
C -14.8848 0.6633 15.6736
O -15.9739 1.6437 15.5590
C -17.2278 1.2480 15.2714
O -17.5800 0.0687 15.0900
O -18.0101 2.4264 15.3309
C -19.3952 2.3674 15.2524
H -15.0498 -0.1766 14.9987
H -14.6417 0.1377 16.5971
H -13.9770 1.1768 15.3569
H -19.9102 3.2805 15.5507
H -19.7775 1.6634 15.9916
H -19.6210 2.1428 14.2099
C 0.4516 -0.2724 15.9027
C 1.8350 -0.4068 15.3975
O 2.5115 -1.6390 15.6679
C 3.6086 -2.0150 14.9166
O 4.1062 -1.3672 14.0009
O 3.9993 -3.2225 15.3359
C 5.3124 -3.5606 15.1016
H -0.2070 -1.0356 15.4878
H 0.0846 0.7520 15.8392
H 0.4846 -0.3818 16.9867
H 2.4730 0.3725 15.8146
H 1.9260 -0.0740 14.3636
H 6.0043 -2.8255 15.5126
H 5.6108 -3.5895 14.0536
H 5.5458 -4.5288 15.5446
C -13.0873 6.3255 24.7342
C -14.4776 5.9101 24.2980
O -14.4803 6.0011 22.8492
C -15.6248 6.0632 22.1513
O -16.7396 6.3414 22.6543
O -15.4036 5.9289 20.8439
C -14.2545 5.4096 20.2463
H -12.7462 7.3553 24.6276
H -12.4247 5.6091 24.2485
H -13.0162 6.1287 25.8039
H -15.1953 6.5523 24.8085
H -14.6238 4.8470 24.4894
H -13.3288 5.9266 20.4994
H -14.4907 5.3485 19.1839
H -14.0958 4.3807 20.5690
*
```

Its highest occupied orbital energy is -0.3815 Ha. For the energy relative to the best compared isomer or geometry (same formula, charge and spin), the calculation gives 92.6 kJ/mol. Its frontier orbital gap is 10.50 eV. As for the SMILES: C[C@H]1COC(=O)O1.C[C@H]1COC(=O)O1.C[C@H]1COC(=O)O1.C[C@H]1COC(=O)O1.CCOC(=O)OC.CCOC(=O)OC.COC(=O)OC.O=C1OCCO1.

Here are the Mulliken charges for atoms 1 to 4, given in e: -0.3256 -0.3249 -0.3231 0.6926


Entry from the Open Molecules 2025 dataset: a molecular structure, C30H50OOsP4 (ωB97M-V with the def2-TZVPD basis set).

ORCA input file:
```
! RIJCOSX wB97M-V def2-TZVPD def2/J DEFGRID3
* xyz 4 5
Os -0.0841 0.1660 -0.2873
P 0.8425 0.1958 -2.2977
P -0.9899 2.3313 -0.1221
P -2.1278 -0.4465 -1.1901
H 1.3583 -1.5158 2.3599
C 0.7686 -2.1278 1.6595
C 1.2843 -2.9084 0.6982
H 2.1404 -2.6673 0.0856
C 2.6728 0.0199 -2.4415
C 0.5398 1.6740 -3.3536
C 0.3832 -1.1363 -3.4916
C -2.0505 2.3997 1.3701
C 0.0237 3.8658 0.1786
C -2.1151 3.1004 -1.3804
C -2.3084 -2.1925 -1.7332
C -2.9000 0.3088 -2.7092
C -3.4834 -0.3339 0.0527
H -0.2352 -2.3869 2.0325
H 1.0470 -4.0019 0.7191
H 2.9883 -0.9604 -2.0528
H 3.2101 0.8218 -1.9173
H 2.8982 0.0630 -3.5189
H 0.6262 2.6091 -2.7829
H -0.4536 1.6189 -3.8194
H 1.3127 1.6492 -4.1380
H 0.5098 -2.1254 -3.0276
H 1.0804 -1.0434 -4.3405
H -0.6516 -1.0143 -3.8470
H -1.9837 3.4075 1.7944
H -1.7150 1.6894 2.1289
H -3.0912 2.2024 1.0981
H -0.6721 4.6630 0.4986
H 0.5318 4.1728 -0.7498
H 0.7735 3.7221 0.9705
H -3.1601 2.8357 -1.1635
H -1.8638 2.7758 -2.3991
H -2.0025 4.1952 -1.3225
H -3.0188 -2.2257 -2.5703
H -2.6962 -2.8041 -0.9102
H -1.3545 -2.6004 -2.0852
H -3.4660 -0.4834 -3.2194
H -2.1393 0.6878 -3.4068
H -3.5989 1.1105 -2.4358
H -4.1375 -1.2044 -0.0988
H -4.0669 0.5907 -0.0955
H -3.0839 -0.3627 1.0776
C -1.1051 -5.3245 -0.5742
C -1.4665 -4.4679 0.4588
C -2.7332 -4.5212 1.0284
C -3.6881 -5.4067 0.4862
C -3.3754 -6.1963 -0.6308
C -2.0784 -6.1036 -1.1792
O 0.1715 -5.4022 -1.1024
H 0.7413 -4.7509 -0.6906
H -0.7902 -3.7173 0.7864
H -2.9829 -3.9209 1.8870
H -4.6734 -5.4568 0.9453
H -4.0969 -6.9265 -1.0194
H -1.7932 -6.6166 -2.0932
C 3.0029 -0.2432 0.8624
P 1.6883 0.9907 0.8188
C 1.0173 1.1210 2.5267
C 0.0516 0.1752 2.9538
C -0.3573 0.0942 4.2868
C -0.0204 1.1450 5.1342
C 0.6699 2.2602 4.6148
C 1.2145 2.2679 3.3292
C 2.8690 2.3683 0.7079
C 3.7787 2.6022 1.7489
C 4.7195 3.6198 1.6286
C 4.8095 4.3316 0.4245
C 4.0176 3.9764 -0.6744
C 3.0745 2.9657 -0.5378
H 3.2800 -0.4872 1.8862
H 3.8530 0.0985 0.2578
H 2.6061 -1.1149 0.3697
H -0.4157 -0.4609 2.2007
H -0.9852 -0.7713 4.5944
H -0.3463 1.1070 6.1730
H 0.7781 3.1698 5.2242
H 1.7437 3.1253 2.9315
H 3.7682 2.0007 2.6631
H 5.3612 3.8807 2.4709
H 5.5504 5.1324 0.3178
H 4.1142 4.4996 -1.6287
H 2.4863 2.6211 -1.4034
*
```

Its highest occupied orbital energy (spin up / spin down) is -0.6584 / -0.7055 Ha. For the energy relative to the best compared isomer or geometry (same formula, charge and spin), the calculation gives 286.4 kJ/mol. Its frontier orbital gap (spin up / spin down) is 6.31 / 4.17 eV.

Here are the Mulliken charges for atoms 1 to 4, given in e: 0.2882 0.9288 0.8487 0.9097


Entry from the Open Molecules 2025 dataset: a molecular structure, C30H50P2SSc (ωB97M-V with the def2-TZVPD basis set).

ORCA input file:
```
! RIJCOSX wB97M-V def2-TZVPD def2/J DEFGRID3
* xyz 1 1
Sc 0.1614 0.0061 0.0142
C 1.7279 -1.0461 1.4973
C 1.6279 -1.9903 0.4285
C 2.4243 0.0047 -0.4586
C 2.2815 0.1777 0.9659
C 2.0399 -1.3466 -0.7769
C 1.5071 -1.3517 2.9411
H 0.6659 -2.0409 3.0913
H 1.2838 -0.4577 3.5333
H 2.3867 -1.8260 3.4028
C 2.8764 1.2934 1.7522
H 2.6397 1.2219 2.8190
H 2.5280 2.2761 1.4093
H 3.9731 1.2931 1.6402
C 3.0315 0.9769 -1.4120
H 4.0927 0.7511 -1.6005
H 2.9696 2.0039 -1.0394
H 2.5280 0.9729 -2.3891
C 2.2837 -2.0336 -2.0758
H 3.2726 -2.5170 -2.1048
H 2.2392 -1.3461 -2.9224
H 1.5427 -2.8191 -2.2693
C 1.4016 -3.4500 0.5870
H 2.2808 -3.9669 1.0067
H 1.1623 -3.9222 -0.3667
H 0.5597 -3.6595 1.2522
C -3.0174 -2.0964 0.0905
C -2.2131 -2.8660 0.8458
C -2.3292 -4.3698 0.8508
C -1.8512 -5.1642 -0.4060
C -1.3610 -4.3834 -1.5989
C -2.1877 -3.6347 -2.3400
C -3.6578 -3.5311 -2.0332
C -4.0901 -2.6989 -0.7821
H -3.3819 -4.6442 1.0324
H -2.6963 -5.8068 -0.7117
H -1.7630 -4.7399 1.7205
H -4.7214 -3.3588 -0.1618
H -3.0295 -0.9970 0.1599
H -1.5214 -2.4466 1.5920
H -4.7470 -1.8851 -1.1292
H -4.1583 -3.1000 -2.9186
H -1.8524 -3.1105 -3.2424
H -4.0798 -4.5452 -1.9043
H -1.0438 -5.8489 -0.0903
H -0.3069 -4.5247 -1.8645
P -1.2583 1.1255 2.0739
C -0.2581 2.1961 3.1887
H -0.9091 2.7255 3.8962
H 0.3050 2.9389 2.6135
H 0.4724 1.5927 3.7387
C -2.6338 2.2458 1.6084
H -3.0049 2.8101 2.4758
H -3.4555 1.6589 1.1810
H -2.2992 2.9510 0.8401
C -2.0651 0.0670 3.3456
H -2.8884 -0.4992 2.8945
H -2.4419 0.6727 4.1872
H -1.3369 -0.6607 3.7300
P -0.8913 0.8357 -2.4502
C -0.2499 -0.1901 -3.8312
H -0.9092 -0.1803 -4.7116
H -0.1493 -1.2232 -3.4815
H 0.7544 0.1558 -4.1243
C -2.7128 0.7787 -2.6915
H -3.0358 -0.2495 -2.8798
H -3.0577 1.4422 -3.5048
H -3.2022 1.1092 -1.7646
C -0.5229 2.5354 -3.1170
H -0.8334 2.6583 -4.1679
H 0.5548 2.7292 -3.0345
H -1.0142 3.2987 -2.4992
S 0.3190 2.8258 -0.1624
C 0.9692 4.3007 0.4648
C 0.1090 5.2116 1.1337
C 0.6143 6.3842 1.6896
C 1.9724 6.7012 1.5373
C 2.8262 5.8386 0.8349
C 2.3311 4.6557 0.2890
H -0.9490 4.9666 1.2062
H -0.0536 7.0525 2.2373
H 2.3634 7.6349 1.9511
H 3.8827 6.0879 0.7061
H 2.9774 3.9905 -0.2849
*
```

Its highest occupied orbital energy is -0.3573 Ha. For the energy relative to the best compared isomer or geometry (same formula, charge and spin), the calculation gives 0.0 kJ/mol. Its frontier orbital gap is 6.64 eV.

Here are the Mulliken charges for atoms 1 to 4, given in e: -0.6036 0.4340 1.1136 0.7304


Entry from the Open Molecules 2025 dataset: a molecular structure, C30H50P4SeV (ωB97M-V with the def2-TZVPD basis set).

ORCA input file:
```
! RIJCOSX wB97M-V def2-TZVPD def2/J DEFGRID3
* xyz 3 3
V -0.0977 -0.1949 -0.0920
P -1.9678 -0.5396 1.4498
P -0.7024 -2.4423 -1.0679
P -0.3201 2.1981 -0.0825
H 1.1697 -0.2376 -3.7688
C 1.5475 0.4250 -2.9841
C 1.1855 0.2469 -1.6699
H 0.5376 -0.7346 -1.5457
C -3.5758 0.0467 0.7951
C -2.4695 -2.2041 2.0716
C -1.7982 0.3814 3.0209
C -0.0736 -2.5915 -2.7882
C 0.1114 -3.8828 -0.2804
C -2.4515 -2.9242 -1.3170
C 0.7219 3.2668 -1.1520
C 0.0012 3.0139 1.5182
C -1.9677 2.8041 -0.5817
H 2.3100 1.1679 -3.2686
H 1.8583 0.6598 -0.8827
H -4.3798 -0.3603 1.4215
H -3.7193 -0.2903 -0.2428
H -3.6252 1.1406 0.8123
H -3.5350 -2.3806 1.8727
H -2.3115 -2.2535 3.1594
H -1.8889 -3.0108 1.6068
H -2.2848 -0.1755 3.8311
H -2.2766 1.3675 2.9363
H -0.7417 0.5237 3.2834
H -0.1292 -3.6418 -3.1002
H 0.9663 -2.2495 -2.8291
H -0.6650 -1.9726 -3.4745
H 0.4714 -4.5596 -1.0688
H -0.5987 -4.4194 0.3582
H 0.9675 -3.5724 0.3324
H -2.4843 -3.9296 -1.7633
H -2.9352 -2.2136 -2.0031
H -3.0005 -2.9347 -0.3687
H 0.3738 4.3082 -1.0770
H 0.6700 2.9236 -2.1928
H 1.7659 3.2134 -0.8154
H -0.2153 4.0847 1.4247
H 1.0479 2.8714 1.8090
H -0.6299 2.5893 2.3044
H -1.8772 3.8195 -0.9876
H -2.6407 2.8222 0.2825
H -2.3847 2.1510 -1.3601
C -2.7873 1.4420 -4.5933
C -1.3834 1.5465 -4.6804
C -0.8068 2.5881 -5.4086
C -1.6133 3.5611 -6.0124
C -3.0039 3.5102 -5.8401
C -3.5957 2.4799 -5.0996
Se -3.5180 -0.1184 -3.7507
H -4.2371 0.7331 -2.7776
H -0.7426 0.8105 -4.1910
H 0.2759 2.6299 -5.4935
H -1.1430 4.3567 -6.5926
H -3.6375 4.2876 -6.2659
H -4.6674 2.4848 -4.8790
C 3.2106 -1.4341 0.1866
P 1.8124 -0.8309 1.2200
C 1.9203 -2.1011 2.5500
C 0.7628 -2.6659 3.0925
C 0.8344 -3.6935 4.0345
C 2.0850 -4.1405 4.4797
C 3.2541 -3.5568 3.9690
C 3.1660 -2.5345 3.0244
C 2.6129 0.5581 2.1356
C 3.4620 1.4547 1.4732
C 3.9339 2.5860 2.1447
C 3.5962 2.8021 3.4830
C 2.7830 1.8870 4.1585
C 2.2791 0.7747 3.4802
H 3.0869 -2.5130 0.0227
H 4.1489 -1.2387 0.7210
H 3.2286 -0.9445 -0.7933
H -0.2079 -2.2819 2.7784
H -0.0963 -4.1216 4.4145
H 2.1514 -4.9355 5.2254
H 4.2357 -3.9012 4.3019
H 4.0806 -2.0686 2.6602
H 3.7750 1.2616 0.4447
H 4.5881 3.2795 1.6130
H 3.9860 3.6722 4.0109
H 2.5491 2.0171 5.2180
H 1.6634 0.0473 4.0102
*
```

Its highest occupied orbital energy (spin up / spin down) is -0.5698 / -0.5699 Ha. Its frontier orbital gap (spin up / spin down) is 4.48 / 5.06 eV.

Here are the Mulliken charges for atoms 1 to 4, given in e: -0.2905 1.1910 1.0705 1.2145


Entry from the Open Molecules 2025 dataset: a molecular structure, C30H50PV (ωB97M-V with the def2-TZVPD basis set).

ORCA input file:
```
! RIJCOSX wB97M-V def2-TZVPD def2/J DEFGRID3
* xyz 1 2
C -2.8874 -0.0245 -0.0250
C -2.4770 -1.3820 -0.2831
C -2.5026 -1.5832 -1.7061
C -2.8526 -0.3377 -2.3371
C -3.1318 0.6099 -1.2923
V -1.1686 -0.0571 -1.1761
C 0.9509 1.7723 -2.7476
C 0.6955 1.9379 -1.4044
H 1.5365 1.9938 -0.7169
C -0.6114 2.1461 -0.8399
H -1.2788 2.8552 -1.3466
H -0.6802 2.1939 0.2609
C 2.3037 1.3512 -3.2280
H 2.9377 0.9620 -2.4211
H 2.2201 0.5537 -3.9780
H 2.8476 2.1805 -3.7046
C -0.0494 2.0654 -3.8086
H -1.0291 2.3899 -3.4290
H 0.3089 2.8595 -4.4894
H -0.2272 1.1836 -4.4508
C -2.1708 -2.4141 0.7320
H -1.7226 -1.9642 1.6268
H -3.0787 -2.9543 1.0441
H -1.4696 -3.1572 0.3286
C -2.2714 -2.8876 -2.3735
H -1.3816 -3.3845 -1.9623
H -3.1269 -3.5676 -2.2280
H -2.1277 -2.7526 -3.4518
C -3.0013 -0.0896 -3.7896
H -2.2201 -0.6142 -4.3527
H -3.9731 -0.4453 -4.1649
H -2.9264 0.9803 -4.0140
C -3.6940 1.9709 -1.4863
H -3.2792 2.4358 -2.3896
H -4.7893 1.9466 -1.6085
H -3.4742 2.6189 -0.6307
C -3.1126 0.5822 1.3075
H -3.0936 1.6776 1.2564
H -4.0898 0.2853 1.7188
H -2.3419 0.2609 2.0198
C 0.5442 -1.2438 -2.1323
C 1.5919 -1.7485 -1.3730
C 0.4763 -1.5203 -3.4919
C 2.4820 -2.6817 -1.9482
H 1.7112 -1.4419 -0.3300
C 1.3623 -2.4433 -4.0687
H -0.2657 -1.0284 -4.1282
C 2.3421 -3.0577 -3.2860
H 3.2703 -3.1159 -1.3364
H 1.2655 -2.6865 -5.1271
H 2.9960 -3.8183 -3.7197
C -0.9510 -0.5296 4.2365
C -0.2591 0.7601 3.7596
C 0.3342 1.5140 4.9551
P 0.8135 0.5363 2.2231
C 2.0091 1.9385 1.8024
C 2.5026 2.7577 2.9904
C 3.2020 1.4334 0.9628
C 1.9278 -0.9190 2.5640
C 2.6994 -0.8699 3.8857
C 1.1813 -2.2407 2.3297
H -0.2608 -1.2286 4.7305
H -1.4745 -1.0537 3.4295
H -1.7114 -0.2489 4.9815
H -1.0425 1.4075 3.3216
H 1.3370 1.1589 5.2330
H 0.3649 2.5939 4.7735
H -0.3192 1.3617 5.8289
H 1.3771 2.5848 1.1704
H 2.8913 2.1082 3.7853
H 3.3238 3.4186 2.6756
H 1.7172 3.4039 3.4004
H 2.8886 0.7769 0.1401
H 3.7359 2.2891 0.5235
H 3.9247 0.8853 1.5833
H 2.6767 -0.8454 1.7580
H 2.0497 -0.9206 4.7678
H 3.3712 -1.7414 3.9265
H 3.3388 0.0196 3.9667
H 0.7765 -2.2811 1.3082
H 1.8848 -3.0797 2.4370
H 0.3548 -2.4012 3.0324
*
```

Its highest occupied orbital energy (spin up / spin down) is -0.3945 / -0.3930 Ha. Its frontier orbital gap (spin up / spin down) is 6.95 / 6.54 eV.

Here are the Mulliken charges for atoms 1 to 4, given in e: 0.8780 -0.0027 1.2674 0.2920


no.,M (g mol⁻¹),largest force on an atom (eV Å⁻¹)
1,794.71,7.1
2,740.86,4.0
3,549.70,1.9
4,664.53,3.7
5,492.65,9.6